Version w
DFT (ωB97M-V/def2-TZVPD) results for an isolated molecule of C4H3NO2.

Cartesian coordinates (Å):
C -1.200 -1.145 0.600
O -2.204 -0.789 0.007
C 0.110 0.130 -0.892
H 1.043 -0.922 0.761
H -1.242 -1.882 1.422
C 1.133 1.328 -0.204
H 0.667 2.278 -0.487
C 0.123 -0.686 0.246
N -0.593 0.562 -1.778
O 2.163 1.125 0.323

Output
**Frontier orbital gap (spin up / spin down)**: 0.259 / 0.289 Ha
**Multiplicity**: 1
**LUMO (spin up / spin down)**: -2.24 / -1.58 eV

Atom charges from the Löwdin analysis, given in e for atoms 1 to 5: -0.27 0.05 -0.41 0.11 0.12

Version x
DFT (ωB97M-V/def2-TZVPD) results for an isolated molecule of C4H3NO2.

Cartesian coordinates (Å):
C 1.032 -0.050 0.060
H -0.254 -1.956 -0.350
C -0.002 -1.040 0.277
C -0.992 0.978 -0.067
O -1.780 1.870 -0.161
H -2.205 -0.920 0.152
C -1.210 -0.480 0.086
O 0.385 1.175 -0.078
N 2.272 -0.236 0.086
H 2.754 0.659 -0.005

Output
**Frontier orbital gap**: 0.354 Ha
**Multiplicity**: 1
**LUMO**: -1.03 eV
**SMILES string**: [H]/N=C1/C=CC(=O)O1

Atom charges from the Löwdin analysis, given in e for atoms 1 to 5: -0.43 0.16 0.00 -0.44 0.16

Version y
DFT (ωB97M-V/def2-TZVPD) results for an isolated molecule of C4H3NO2.

Cartesian coordinates (Å):
N -0.787 0.996 -0.504
C 1.011 0.416 0.658
H 1.990 0.184 1.044
O -0.034 -0.129 1.282
C -1.040 -1.259 -0.321
O -1.793 -2.097 -0.678
C 0.548 1.200 -0.368
H 0.104 -1.234 -0.487
H 1.110 1.820 -1.050
C -1.111 0.102 0.423

Output
**Frontier orbital gap (spin up / spin down)**: 0.343 / 0.343 Ha
**Multiplicity**: 1
**LUMO (spin up / spin down)**: -0.38 / -0.38 eV
**SMILES string**: O=Cc1ncco1

Atom charges from the Löwdin analysis, given in e for atoms 1 to 5: 0.12 -0.10 0.13 -0.01 -0.19

Which structure wins on stability? version x wins.

Version w
DFT (ωB97M-V/def2-TZVPD) results for an isolated molecule of C6H11NO3.

Cartesian coordinates (Å):
H -0.686 0.635 2.127
H -2.664 1.203 0.466
H -2.625 -0.305 1.183
C -0.551 -1.338 0.009
H -0.725 -2.839 1.176
O -1.170 -1.994 1.057
O 2.657 0.594 0.953
H -0.307 0.374 -2.069
H 2.278 0.801 1.823
O 0.262 0.410 2.015
N -2.075 0.470 0.836
C -1.056 0.029 -0.078
H 3.116 -0.623 -1.131
H -2.046 0.564 -1.887
H 1.440 -1.067 -1.556
H 2.062 0.565 -1.894
C 1.646 0.150 0.163
C 2.087 -0.271 -1.193
C -1.081 0.746 -1.409
H -0.953 1.821 -1.272
C 0.392 0.076 0.682

Output
**Frontier orbital gap**: 0.300 Ha
**Multiplicity**: 1
**LUMO**: 0.77 eV

Atom charges from the Löwdin analysis, given in e for atoms 1 to 5: 0.09 0.10 0.09 -0.08 0.10

Version x
DFT (ωB97M-V/def2-TZVPD) results for a 2-piece molecular cluster, C6H11NO3 overall.

Cartesian coordinates (Å):
H 2.817 -0.755 -0.913
C -2.807 0.772 -0.063
N -0.839 -0.591 -0.395
H 0.132 -1.974 -1.371
C -0.166 -1.872 -0.391
C -2.075 -0.496 -0.162
H 3.485 0.042 0.525
C 3.008 0.223 -0.408
C 1.367 0.617 1.299
O -2.420 1.898 -0.050
H -4.696 1.394 0.318
O 1.075 1.520 -0.900
H 3.603 0.887 -1.077
H 0.161 1.405 -0.728
H 0.533 1.111 1.798
H 2.035 0.109 1.998
O -4.093 0.549 0.283
C 1.730 0.820 0.060
H -2.793 -1.436 -0.125
H -0.751 -2.587 0.149
H 0.697 -1.637 0.151

Output
**Frontier orbital gap**: 0.319 Ha
**Multiplicity**: 1
**LUMO**: 0.01 eV
**SMILES string**: C/N=C/C(=O)O.C=C(C)O

Atom charges from the Löwdin analysis, given in e for atoms 1 to 5: 0.09 -0.53 0.02 0.08 -0.06

Version y
DFT (ωB97M-V/def2-TZVPD) results for a 2-piece molecular cluster, C6H11NO3 overall.

Cartesian coordinates (Å):
O -1.348 -0.216 1.681
H 0.983 -2.301 0.966
H 0.891 -1.781 2.654
C -0.205 -0.512 -2.180
H 0.564 -1.056 -1.523
C 0.324 -1.901 1.730
C -1.171 1.816 -0.296
H -1.433 2.258 -1.257
H -2.094 -0.427 -2.350
H -1.926 1.086 -0.015
C -0.244 -0.560 1.328
H -1.143 2.603 0.463
H -0.497 -2.590 1.921
H 2.441 -0.309 1.514
O 0.057 0.168 -3.131
H 0.815 1.754 -0.860
O -1.425 -0.858 -1.789
C 0.671 0.294 0.506
N 0.113 1.156 -0.440
H 2.641 1.031 0.283
C 1.986 0.346 0.796

Output
**Frontier orbital gap**: 0.334 Ha
**Multiplicity**: 1
**LUMO**: 0.52 eV
**SMILES string**: C=C(NC)C(C)=O.O=CO

Atom charges from the Löwdin analysis, given in e for atoms 1 to 5: 0.09 0.08 0.09 -0.46 0.15

Which structure wins on stability? version y wins.

Version w
DFT (ωB97M-V/def2-TZVPD) results for C4H12N4 as an isolated structure.

Cartesian coordinates (Å):
H -1.134 -1.185 -1.559
H 0.543 2.198 1.446
H 0.908 -1.943 -0.456
C 1.435 0.193 -0.054
H -0.687 2.414 -0.717
H -2.583 -0.828 -0.590
H -0.981 1.714 1.830
C -0.135 0.669 0.290
C -1.603 -1.310 -0.586
C -0.736 -0.685 0.476
H -0.175 1.199 -1.697
N 0.743 -1.527 0.456
N -0.063 1.389 1.548
H -1.132 -0.827 1.481
H 1.310 -1.785 1.261
N -0.670 1.407 -0.831
H -1.744 -2.368 -0.371
H 2.063 0.630 0.735
N 1.895 0.054 -1.253
H 2.746 0.592 -1.409

Output
**Frontier orbital gap**: 0.315 Ha
**Multiplicity**: 1
**LUMO**: 1.04 eV

Atom charges from the Löwdin analysis, given in e for atoms 1 to 5: 0.08 0.08 0.08 -0.32 0.07

Version x
DFT (ωB97M-V/def2-TZVPD) results for a 2-piece molecular cluster, C4H12N4 overall.

Cartesian coordinates (Å):
H -1.507 2.403 -2.259
H 1.047 0.693 0.983
C 0.730 0.103 1.836
H 1.227 1.491 3.408
H 0.244 -1.827 2.494
H -0.561 -0.472 -3.845
H -1.482 1.631 -3.728
H -0.396 -1.384 -2.437
C 0.399 0.860 3.079
H 1.451 -2.790 0.692
N 0.980 -1.914 0.522
H -0.743 -0.314 -0.464
C 0.661 -1.214 1.705
H 0.159 0.199 3.913
H -0.467 1.508 2.915
N -0.310 -0.479 -2.870
H 1.533 -1.340 -0.103
N -1.006 1.746 -2.843
C -0.825 0.567 -2.115
N -1.135 0.532 -0.881

Output
**Frontier orbital gap**: 0.329 Ha
**Multiplicity**: 1
**LUMO**: 0.91 eV
**SMILES string**: C/C=C/N.N=C(N)N

Atom charges from the Löwdin analysis, given in e for atoms 1 to 5: 0.08 0.09 -0.21 0.07 0.11

Which structure wins on stability? version x wins.

Version w
DFT (ωB97M-V/def2-TZVPD) results for an isolated molecule of C4H12N4.

Cartesian coordinates (Å):
H 1.907 1.129 0.699
H 2.552 -0.316 2.693
H 0.936 1.369 2.152
N -1.233 -0.231 -2.819
C -1.293 -0.072 1.461
N -1.277 -0.392 -1.411
H 0.808 -0.091 -2.497
C 1.210 0.634 1.388
H -1.543 0.692 -3.127
N 1.774 -0.513 2.074
H -2.094 0.022 -0.967
N 1.042 0.242 -1.564
H -1.798 -0.985 1.144
H 1.909 -0.142 -1.222
C -0.038 0.059 -0.710
C -0.102 0.237 0.604
H -2.019 0.746 1.441
H 2.049 -1.234 1.414
H -0.963 -0.216 2.486
H -1.828 -0.939 -3.239

Output
**Frontier orbital gap**: 0.307 Ha
**Multiplicity**: 1
**LUMO**: 0.96 eV
**SMILES string**: C/C(CN)=C(/N)NN

Atom charges from the Löwdin analysis, given in e for atoms 1 to 5: 0.09 0.06 0.10 -0.04 -0.08

Version x
DFT (ωB97M-V/def2-TZVPD) results for an isolated molecule of C4H12N4.

Cartesian coordinates (Å):
H 1.379 2.514 0.291
H -1.153 1.047 1.729
H 1.067 1.975 -1.419
C 0.731 1.935 -0.357
H -2.121 -0.747 -1.866
H 1.543 -1.915 -0.382
H -1.471 -0.709 1.905
C 0.820 0.458 -0.117
N -1.452 0.117 -0.150
H 2.342 -1.834 0.975
H -2.310 -1.795 -0.343
N 2.314 -1.432 0.085
C -1.701 0.206 1.279
C -2.400 -0.782 -0.808
H -0.312 2.250 -0.294
N -0.130 -0.404 -0.268
H -3.368 -0.358 -0.573
H -2.779 0.431 1.389
H 2.835 0.474 -0.296
N 2.076 -0.030 0.177

Output
**Frontier orbital gap**: 0.326 Ha
**Multiplicity**: 1
**LUMO**: 1.04 eV
**SMILES string**: C/C(=N\N(C)C)NN

Atom charges from the Löwdin analysis, given in e for atoms 1 to 5: 0.08 0.07 0.10 -0.02 0.08

Which structure wins on stability? version w wins.

Version w
DFT (ωB97M-V/def2-TZVPD) results for a 17-piece molecular cluster, H35O17 overall.

Cartesian coordinates (Å):
H -0.101 -1.240 2.025
O 2.820 -1.244 2.264
O -0.481 1.543 0.802
H 1.684 -2.919 -0.214
O 0.232 3.274 2.729
O -3.359 1.897 1.958
H -3.267 1.954 0.997
H 1.699 0.926 -2.956
H 0.927 2.421 -4.684
H -3.527 -0.994 2.429
H 3.541 -2.765 -2.720
H -0.954 -0.471 3.058
H 0.307 2.845 3.576
H 1.099 1.000 -5.342
H -0.420 0.714 1.496
O -2.769 -1.304 2.952
O 1.105 -2.375 0.332
H 4.367 1.525 -2.270
O 2.160 0.343 -2.330
O 1.028 3.874 -0.021
H -1.278 1.908 0.395
O -0.512 -3.502 -3.128
O 1.834 1.214 3.740
H -1.936 -4.833 -1.166
O 0.825 1.476 -4.555
O -3.944 2.250 -1.260
H 1.382 1.458 2.924
H 4.735 1.621 -0.924
H -3.816 2.732 2.126
O -4.001 -1.698 -1.609
H -3.977 1.345 -1.571
H 2.964 -1.684 -1.609
H 1.858 4.038 -0.499
H 0.504 4.460 -0.591
H -3.051 -2.233 2.875
O 4.358 2.221 -1.590
H -2.719 -5.105 0.121
H 2.724 -1.312 1.311
H -4.242 2.969 -1.813
H -4.559 -2.228 -2.178
O -0.381 -0.357 2.279
H 1.609 0.275 3.623
O 3.391 -2.518 -1.810
H -0.203 -4.408 -3.054
H 1.735 -0.511 -2.449
H 0.839 3.984 2.510
H 0.311 -2.299 -0.210
H -0.078 2.340 1.280
H -0.793 -3.143 -2.286
H 2.483 -2.082 2.594
O -1.835 -4.925 -0.213
H -4.055 -1.933 -0.685

Output
**Frontier orbital gap**: 0.378 Ha
**Multiplicity**: 1
**LUMO**: -2.92 eV
**Net charge**: +1

Atom charges from the Löwdin analysis, given in e for atoms 1 to 5: 0.08 -0.04 0.16 0.04 -0.03

Version x
DFT (ωB97M-V/def2-TZVPD) results for H35O17 as an isolated structure.

Cartesian coordinates (Å):
H -0.988 0.387 -1.170
H 2.825 0.936 0.018
O -1.825 -3.367 -1.015
O -3.317 1.518 1.333
H 2.142 -3.174 -0.399
H 1.694 -2.989 -1.865
H 0.439 4.164 -1.122
H 3.910 -2.465 0.898
O -0.461 -1.540 0.502
H 0.464 -0.512 3.648
O 3.126 -2.643 1.410
H 0.140 -1.794 2.816
H 0.118 -0.594 2.311
H -4.075 2.081 1.579
H -1.327 -3.709 -1.759
O 2.022 1.414 -0.417
H -0.580 -2.122 -0.266
H 2.995 -3.430 1.923
O -0.605 -2.823 2.859
H 0.221 1.928 4.400
H -2.181 0.334 2.680
O 0.899 4.983 -1.268
H -0.437 1.923 0.474
H -1.124 -2.515 3.619
H 1.764 0.716 -1.023
O -0.073 2.432 1.244
H -1.965 -1.130 2.077
H 1.481 0.990 4.067
H -2.892 3.244 -0.967
H -0.108 0.916 -3.685
H 1.873 -2.264 -3.718
O 1.342 -3.238 -0.950
H 3.046 0.604 -3.066
H -2.701 -3.765 -0.945
O -1.036 0.786 -3.868
O 0.956 -0.879 2.868
H 1.520 5.215 -0.571
O 2.946 1.531 -3.388
H -2.033 3.962 -1.983
O -1.830 -0.553 2.832
H 0.840 2.297 0.903
H -0.926 -0.774 0.129
O 0.836 1.250 4.734
H -2.319 1.148 -0.781
H -1.179 -2.877 2.069
O 1.241 -2.369 -4.443
O -2.386 3.090 -1.769
H 1.107 -1.469 -4.831
H 2.957 1.964 -2.503
H -1.590 1.559 -3.912
H -3.512 0.808 0.723
O -1.434 0.814 -0.428

Output
**Frontier orbital gap**: 0.379 Ha
**Multiplicity**: 1
**LUMO**: -3.19 eV
**Net charge**: +1

Atom charges from the Löwdin analysis, given in e for atoms 1 to 5: 0.06 0.13 -0.04 -0.04 0.01

Which structure wins on stability? version w wins.

Version w
DFT (ωB97M-V/def2-TZVPD) results for a 4-piece molecular cluster, C3H13NO3 overall.

Cartesian coordinates (Å):
H 5.248 -0.293 -1.297
H -2.188 0.984 1.210
H -3.608 3.254 -0.270
H -0.474 2.959 -0.346
H 0.354 0.983 -0.043
O 1.860 -4.444 -0.799
H -1.049 -2.667 1.657
H 1.293 -5.157 -0.549
C -1.306 1.449 0.759
O 5.251 -1.231 -1.398
C -2.652 3.478 0.192
O -0.635 -2.331 0.834
H 4.619 -1.440 -2.078
N -0.199 0.579 0.705
H -1.047 -2.810 0.112
H -0.393 -0.392 0.503
C -1.387 2.638 0.147
H -2.308 4.438 -0.209
H 1.493 -3.666 -0.378
H -2.873 3.670 1.246

Output
**Frontier orbital gap**: 0.298 Ha
**Multiplicity**: 1
**LUMO**: 0.24 eV
**SMILES string**: C/C=C/N.O.O.O

Atom charges from the Löwdin analysis, given in e for atoms 1 to 5: 0.02 0.11 0.06 0.09 0.07

Version x
DFT (ωB97M-V/def2-TZVPD) results for a 3-piece molecular cluster, C3H13NO3 overall.

Cartesian coordinates (Å):
H -1.452 0.054 -2.284
H 0.054 -2.177 -0.918
O -0.283 3.851 0.262
H -1.083 4.331 0.495
H -0.605 2.955 0.069
H -1.134 2.001 -2.337
H -0.970 -2.431 3.696
N 2.023 -1.614 -0.506
H 0.252 -1.411 0.622
C 0.288 -0.028 -1.057
C 0.581 -1.360 -0.410
H -1.870 -0.034 -0.546
H 2.420 -1.980 0.346
H 0.854 0.044 -1.991
H 2.502 -0.745 -0.712
O -0.196 -2.589 4.250
O -1.284 1.776 -1.417
H 0.811 0.756 -0.497
H 0.249 -1.734 4.211
C -1.156 0.336 -1.276

Output
**Frontier orbital gap**: 0.364 Ha
**Multiplicity**: 1
**LUMO**: 0.48 eV
**SMILES string**: NCCCO.O.O

Atom charges from the Löwdin analysis, given in e for atoms 1 to 5: 0.12 0.11 -0.08 0.03 0.00

Which structure wins on stability? version x wins.